Molecular formula: H12O6
Method: DFT, the ωB97M-V functional and the def2-TZVPD basis

Element x y z (Å)
1 O -2.78519 -9.56194 -26.23223
2 H -2.67920 -10.50650 -26.34544
3 H -3.72166 -9.44280 -26.07391
4 O -2.59389 -4.93660 -27.51861
5 H -2.31537 -5.80126 -27.82030
6 H -2.51308 -4.37574 -28.29006
7 O 0.56996 -6.06753 -27.39028
8 H 0.46709 -5.28168 -27.92701
9 H -0.02302 -6.70698 -27.78487
10 O -3.75295 -9.04345 -29.84205
11 H -3.95619 -9.28982 -30.74440
12 H -4.46346 -9.42182 -29.32413
13 O -1.81526 -8.01489 -24.15016
14 H -2.07366 -8.43842 -24.96875
15 H -0.89594 -8.25547 -24.03526
16 O -1.94526 -7.75215 -28.13591
17 H -2.57233 -7.91050 -28.84156
18 H -2.17725 -8.39010 -27.46106

Atoms 1-3, force components in eV/Å:
O 0.563 0.477 0.113
H 0.079 -0.712 -0.236
H -0.881 0.087 -0.065

Calculated values
- energy (eV) = -12479.682
- 2S+1 = 2
- charge = -1
- molar mass (g/mol) = 108.1
- E_LUMO (spin up / spin down) (eV) = 3.46 / 3.42
- Kohn-Sham gap (spin up / spin down) (eV) = 3.2007 / 11.2078